1.
Molecular formula: C12H6BeNO5
Method: DFT, wB97M-V/def2-TZVPD

Positions of all 25 atoms, in Å:
O: -1.04 -1.94 -4.13
O: -3.29 1.93 -2.27
O: -1.53 1.74 -4.79
O: -1.92 2.44 0.41
O: 1.29 1.61 -3.08
N: -0.28 -0.13 -0.75
C: -2.27 1.46 -1.85
C: 1.44 -1.16 4.24
C: -1.54 2.44 -0.73
C: 0.60 -0.64 1.62
C: -0.77 1.26 -4.01
C: 1.42 0.28 2.30
C: 0.67 0.89 -3.87
C: 0.14 -0.37 0.32
C: 0.16 -1.79 2.30
C: 1.84 0.00 3.59
C: -1.09 -1.12 -3.33
C: 0.59 -2.06 3.59
Be: -1.19 0.06 -2.04
H: 1.74 1.18 1.79
H: 1.82 -1.41 5.24
H: 2.49 0.71 4.10
H: -0.53 -2.48 1.79
H: 1.00 0.07 -4.55
H: 0.24 -2.97 4.11

Properties
spin multiplicity = 1
ΔE to the lowest compared entry with this formula, charge and spin = 0.000 eV
net charge = +1
maximum force = 7.69 eV Å⁻¹
energy = -24659.03762 eV

2.
Molecular formula: C22H44NO6
Method: DFT, wB97M-V/def2-TZVPD

Positions of all 73 atoms, in Å:
O: 2.17 0.53 0.45
O: 4.75 -3.39 -1.85
O: -2.50 -3.48 -1.71
O: 5.24 2.23 3.07
O: -2.31 0.19 3.10
O: -7.34 1.12 -0.69
N: -0.56 0.96 -0.23
C: -5.69 0.16 -2.46
C: -4.50 1.26 -2.77
C: -2.73 -2.03 3.86
C: -3.30 1.28 -1.67
C: -4.17 -0.02 4.58
C: -2.74 -0.20 -1.21
C: 4.35 -3.38 -3.01
C: -3.01 -0.55 3.78
C: 5.91 3.18 3.46
C: -1.95 2.13 -2.17
C: 3.36 -2.35 -3.49
C: 5.80 3.69 4.87
C: 3.09 -0.26 0.65
C: 4.83 -4.39 -4.02
C: -1.02 2.29 -0.79
C: -2.04 -1.06 -2.46
C: -2.80 -2.51 -2.62
C: 4.42 0.21 1.18
C: 2.93 -1.73 0.39
C: -1.65 -0.05 0.01
C: -6.21 0.16 -0.90
C: 6.88 3.89 2.55
H: 1.92 -1.93 0.01
H: -5.10 -0.49 4.24
H: -3.64 1.83 -0.67
H: 7.89 3.81 2.95
H: -1.11 -1.11 0.09
H: 5.06 3.09 5.42
H: 6.60 4.94 2.44
H: 5.21 -0.03 0.46
H: -1.62 2.96 -0.05
H: -0.87 -1.17 -2.31
H: 4.39 1.29 1.33
H: -3.60 -2.59 3.48
H: -1.86 -2.27 3.23
H: -2.31 3.16 -2.60
H: -6.70 -0.92 -0.72
H: 2.44 -2.84 -3.84
H: -0.05 2.89 -1.12
H: -4.25 1.06 4.43
H: -4.05 1.10 -3.86
H: -2.51 -2.32 4.89
H: 3.07 -2.30 1.31
H: -5.28 -0.94 -2.69
H: 3.80 -1.75 -4.29
H: 3.98 -4.97 -4.39
H: 5.33 -3.88 -4.84
H: 0.26 0.59 -0.79
H: 5.46 4.73 4.87
H: 4.63 -0.27 2.14
H: 3.10 -1.68 -2.65
H: -3.57 -2.70 -3.51
H: -0.14 1.18 0.73
H: -2.22 -0.40 -3.43
H: 6.86 3.42 1.56
H: -4.01 -0.22 5.64
H: -1.35 1.59 -3.01
H: -5.04 2.33 -2.77
H: -6.65 0.38 -3.13
H: 3.65 -2.06 -0.37
H: 5.54 -5.07 -3.54
H: -2.25 0.08 1.01
H: -3.63 -0.88 -0.83
H: 6.76 3.60 5.38
H: -7.95 0.66 -0.02
H: -5.37 0.26 -0.10

Properties
spin multiplicity = 1
net charge = +1
maximum force = 8.61 eV Å⁻¹
energy = -37291.55374 eV

3.
Molecular formula: C42H96N4O16P
Method: DFT, wB97M-V/def2-TZVPD

Positions of all 159 atoms, in Å:
P: -0.28 2.27 4.54
O: -1.12 -2.64 2.04
O: 2.67 -4.31 -0.48
O: -0.07 5.57 -5.39
O: -1.00 0.82 4.94
O: 2.61 -5.98 -3.32
O: 7.74 -7.02 -3.61
O: -5.37 2.52 -3.09
O: 0.93 5.75 3.38
O: 3.02 5.68 -2.49
O: 7.54 -7.43 -0.70
O: -3.37 2.46 0.09
O: 1.34 2.09 4.98
O: 1.47 2.45 7.04
O: 1.46 -5.80 -7.34
O: -7.06 2.99 2.10
O: -0.81 3.31 5.49
N: -1.11 4.66 0.14
N: -1.36 3.55 2.19
N: 1.00 3.49 2.49
N: -1.98 2.35 0.09
C: -1.14 4.78 -1.34
C: -3.97 3.19 4.99
C: 5.01 -4.89 -0.45
C: -3.49 2.75 3.50
C: -1.05 -4.14 3.93
C: -5.94 -0.41 2.37
C: -7.29 0.47 2.30
C: -1.51 -0.08 -0.01
C: -1.56 1.18 0.95
C: 0.53 0.17 2.30
C: 7.62 -5.88 -4.45
C: -1.91 -3.52 2.84
C: -1.49 3.58 0.76
C: 1.10 6.22 -1.07
C: 0.93 4.63 3.02
C: -7.12 1.90 3.03
C: 1.74 2.84 9.41
C: 2.35 -3.84 -8.43
C: 0.61 6.80 -5.65
C: -0.30 2.71 2.72
C: 2.10 -0.99 0.29
C: 9.10 -6.19 0.66
C: 2.66 -5.11 -7.66
C: 1.93 -6.64 -4.39
C: 2.38 2.91 8.04
C: 2.19 5.12 -1.43
C: -6.69 4.23 2.73
C: -0.27 7.74 -6.45
C: 6.41 -6.01 -5.34
C: 8.37 -7.50 0.46
C: -5.24 2.29 -1.65
C: -0.16 1.46 1.70
C: -3.85 2.89 -1.21
C: -0.29 6.06 -1.82
C: 1.50 -0.39 1.18
C: -2.54 3.91 2.98
C: -5.28 -0.35 0.90
C: -6.51 2.97 -0.98
C: 3.72 -4.82 0.34
C: -2.97 -0.64 -0.43
C: -3.87 -1.07 0.81
C: 1.08 -7.78 -3.86
H: 0.54 1.82 0.86
H: 2.58 -4.92 -1.23
H: 1.03 6.28 0.06
H: 1.82 -4.08 -9.36
H: 3.17 -4.87 -6.73
H: -4.39 2.63 2.83
H: 5.29 -3.90 -0.82
H: -2.33 -4.29 2.19
H: 3.17 -6.64 -2.89
H: 2.63 -1.30 -0.64
H: -5.35 1.17 -1.51
H: 3.83 -4.15 1.20
H: 3.27 -3.30 -8.68
H: -3.32 2.60 5.71
H: -0.56 7.28 -7.40
H: -3.85 4.29 5.18
H: -8.02 2.10 3.71
H: -8.12 -0.05 2.88
H: 1.70 -3.19 -7.85
H: -7.53 5.01 2.69
H: -0.32 0.13 5.13
H: 1.53 6.58 -6.19
H: 5.83 -5.27 0.17
H: -0.91 7.00 -1.67
H: -0.30 5.18 -6.24
H: -0.05 5.99 -2.94
H: 3.43 -5.81 0.71
H: 6.31 -5.13 -5.99
H: -4.00 4.03 -1.13
H: 4.90 -5.54 -1.32
H: -0.25 -0.63 2.52
H: 2.42 3.19 10.19
H: -3.06 2.68 -1.99
H: 1.20 0.32 3.19
H: 6.49 -6.90 -5.97
H: -4.50 2.35 -3.51
H: -6.20 1.81 3.68
H: 1.70 2.99 5.09
H: -0.22 -4.70 3.50
H: -3.42 0.14 -1.11
H: -5.85 4.68 2.10
H: 0.55 -8.28 -4.67
H: -0.70 3.88 -1.85
H: 2.67 -7.00 -5.11
H: 0.24 8.68 -6.65
H: 2.85 4.97 -0.51
H: 1.53 7.22 -1.40
H: -4.04 -2.20 0.74
H: -6.26 -1.45 2.67
H: -2.77 -1.58 -1.04
H: -2.34 0.96 1.74
H: 1.30 -5.90 -4.89
H: -1.64 -4.82 4.55
H: 7.83 -7.80 -4.18
H: -3.32 -0.93 1.80
H: 0.88 7.25 -4.69
H: -5.16 0.74 0.67
H: 0.35 -7.41 -3.14
H: -7.24 3.33 -1.77
H: -2.23 4.62 3.82
H: -0.99 0.15 -1.00
H: 9.74 -6.23 1.55
H: -5.20 0.00 3.15
H: 1.71 -8.51 -3.34
H: -0.62 -3.36 4.56
H: 1.02 -6.02 -8.17
H: 7.53 -5.00 -3.81
H: -1.20 7.94 -5.90
H: 2.77 5.18 -3.30
H: -2.99 1.74 3.64
H: 3.31 -5.78 -8.25
H: -6.00 -0.89 0.22
H: 0.83 3.45 9.45
H: -2.73 -2.95 3.27
H: 8.54 -5.78 -5.04
H: 5.50 -6.12 -4.75
H: 7.72 -7.71 1.32
H: 9.73 -5.97 -0.21
H: 9.07 -8.33 0.34
H: -6.36 4.13 3.80
H: 3.27 2.28 8.01
H: -6.19 3.76 -0.24
H: -3.21 4.57 2.32
H: -0.98 -0.98 0.44
H: -7.63 0.66 1.24
H: 1.68 4.16 -1.74
H: 2.67 3.94 7.80
H: -7.06 2.15 -0.40
H: 0.69 3.01 7.07
H: 8.12 -7.26 -1.45
H: -5.04 2.90 5.21
H: -0.77 5.44 0.72
H: 8.40 -5.37 0.77
H: 1.44 1.82 9.64
H: -0.41 -3.15 1.65
H: -2.17 4.94 -1.77

Properties
spin multiplicity = 1
net charge = +1
maximum force = 5.67 eV Å⁻¹
energy = -93104.85115 eV

4.
Molecular formula: C16H19N3O3
Method: DFT, wB97M-V/def2-TZVPD

Positions of all 41 atoms, in Å:
O: 1.79 3.38 -4.82
O: -2.39 -1.66 1.28
O: 3.71 2.31 -2.01
N: 1.51 1.94 -2.56
N: 1.41 0.03 0.56
N: -0.20 -1.15 1.65
C: 1.04 1.16 -1.51
C: -1.39 -1.74 1.96
C: 1.84 0.77 -0.44
C: 2.87 3.23 -4.00
C: -2.31 -3.34 6.12
C: 2.19 4.13 -5.86
C: -2.61 -4.07 4.82
C: -2.67 -3.15 3.61
C: 0.14 -0.38 0.55
C: -1.23 1.11 -2.64
C: -0.30 0.73 -1.52
C: 3.95 3.89 -4.53
C: 2.76 2.46 -2.75
C: -0.75 -0.04 -0.47
C: 3.50 4.47 -5.73
C: -1.33 -2.52 3.27
H: 0.84 2.16 -3.28
H: -1.34 2.19 -2.71
H: -0.87 0.73 -3.59
H: -3.02 -2.53 6.28
H: -1.31 -2.91 6.11
H: 2.88 1.08 -0.39
H: 1.46 4.35 -6.61
H: 4.92 3.94 -4.09
H: -0.56 -3.30 3.17
H: -1.76 -0.40 -0.43
H: -3.40 -2.36 3.79
H: -3.57 -4.58 4.92
H: 4.08 5.06 -6.42
H: -3.02 -3.71 2.74
H: -1.01 -1.84 4.06
H: -2.22 0.68 -2.45
H: -1.85 -4.84 4.65
H: 0.59 -1.28 2.28
H: -2.37 -4.02 6.97

Properties
spin multiplicity = 1
ΔE to the lowest compared entry with this formula, charge and spin = 1.319 eV
net charge = 0
maximum force = 1.32 eV Å⁻¹
SMILES string = CCCCC(=O)Nc1cc(C)c(NC(=O)c2ccco2)cn1
energy = -27514.16453 eV